Molecular formula: C6H14NO
Method: DFT, ωB97M-V with the def2-TZVPD basis set

The geometry in XYZ format:
```
22
C6H14NO, DFT ωB97M-V with the def2-TZVPD basis set
C -0.197 -1.192 -2.562
C 0.134 0.138 -2.403
N -0.293 1.064 -1.457
C 0.609 2.134 -1.102
H -0.875 -1.670 -1.840
H 0.039 -1.652 -3.516
H 0.968 0.505 -3.025
H -0.843 0.727 -0.527
H 0.211 2.782 -0.319
H 1.572 1.715 -0.629
H 0.973 2.621 -1.965
C -0.190 0.604 1.624
O -1.293 0.699 0.776
C 0.463 -0.792 1.564
C -0.651 -1.800 2.014
H -0.518 0.825 2.686
H 0.591 1.335 1.379
H 1.260 -0.857 2.296
H 0.812 -1.045 0.585
H -0.255 -2.800 2.264
H -1.400 -1.921 1.219
H -1.116 -1.418 2.939
```

Kohn-Sham gap   7.27 eV
Strongest force on any atom   2.8 eV/A
Energy relative to the best compared isomer or geometry (same formula, charge and spin)   102.47 kJ/mol
Total charge   -1

---

Molecular formula: C6H14NO
Method: DFT, ωB97M-V with the def2-TZVPD basis set

The geometry in XYZ format:
```
22
C6H14NO, DFT ωB97M-V with the def2-TZVPD basis set
C 1.248 1.663 1.692
N 1.045 1.101 0.341
C -0.330 0.622 0.184
C -0.599 -0.565 -0.735
C 0.516 -1.606 -0.575
C 0.088 -2.901 -1.249
C -1.416 1.814 -0.006
O -1.798 2.307 1.183
H 0.376 1.960 2.253
H 1.622 0.898 2.384
H 2.093 2.392 1.651
H 1.194 1.836 -0.359
H -0.545 0.363 1.304
H -0.730 -0.145 -1.762
H -1.548 -1.076 -0.444
H 1.384 -1.127 -1.031
H 0.727 -1.737 0.507
H 0.804 -3.699 -1.171
H -0.288 -2.999 -2.273
H -0.775 -3.177 -0.632
H -2.295 1.541 -0.618
H -0.773 2.533 -0.645
```

2S+1   2
Kohn-Sham gap (spin up / spin down)   2.25 / 6.09 eV
Strongest force on any atom   3.7 eV/A
Energy relative to the best compared isomer or geometry (same formula, charge and spin)   128.78 kJ/mol
Total charge   -2
⟨S²⟩   0.75

---

Molecular formula: C6H14NO
Method: DFT, ωB97M-V with the def2-TZVPD basis set

The geometry in XYZ format:
```
22
C6H14NO, DFT ωB97M-V with the def2-TZVPD basis set
O 3.052 -1.848 -0.565
C 1.952 -1.894 -1.004
C 1.327 -0.490 -0.993
C 0.015 -0.709 -0.086
C -0.434 0.606 0.606
C -1.809 1.005 0.079
C -2.920 0.398 0.968
N 2.399 0.484 -0.367
H 1.351 -2.823 -1.272
H 1.124 0.020 -1.995
H 0.179 -1.436 0.642
H -0.745 -1.249 -0.575
H 0.343 1.343 0.417
H -0.562 0.642 1.730
H -2.006 0.779 -1.003
H -1.839 2.249 0.110
H -3.016 -0.672 0.983
H -2.657 0.623 2.041
H -3.833 0.968 0.783
H 3.167 0.858 -1.119
H 2.025 1.113 0.277
H 2.889 0.032 0.344
```

2S+1   2
Kohn-Sham gap (spin up / spin down)   4.30 / 10.98 eV
Strongest force on any atom   3.5 eV/A
Energy relative to the best compared isomer or geometry (same formula, charge and spin)   363.03 kJ/mol
Total charge   0
⟨S²⟩   0.75

---

Molecular formula: C6H14NO
Method: DFT, ωB97M-V with the def2-TZVPD basis set

The geometry in XYZ format:
```
22
C6H14NO, DFT ωB97M-V with the def2-TZVPD basis set
C 1.716 -1.676 1.082
C 1.193 -1.664 -0.309
C 1.010 -2.650 -1.174
N 0.669 -0.321 -0.699
H 0.893 -1.372 1.745
H 1.952 -2.701 1.396
H 2.555 -1.023 1.315
H 0.314 -2.479 -1.993
H 1.425 -3.637 -1.059
H 1.423 0.368 -0.761
H 0.071 0.032 0.084
H 0.175 -0.287 -1.587
C -0.783 1.471 1.578
C -1.068 1.975 0.364
O -0.691 3.255 0.088
C -1.894 1.269 -0.680
H -1.419 0.677 1.953
H -0.077 1.947 2.241
H -1.189 3.553 -0.682
H -2.016 0.206 -0.454
H -2.898 1.671 -0.817
H -1.361 1.387 -1.633
```

Kohn-Sham gap   9.55 eV
Strongest force on any atom   1.6 eV/A
Energy relative to the best compared isomer or geometry (same formula, charge and spin)   157.22 kJ/mol
Total charge   +1

---

Molecular formula: C6H14NO2
Method: DFT, ωB97M-V with the def2-TZVPD basis set

The geometry in XYZ format:
```
23
C6H14NO2, DFT ωB97M-V with the def2-TZVPD basis set
C 0.694 2.072 0.316
O -0.216 2.113 -0.789
C 1.988 1.365 -0.083
C 1.939 -0.004 -0.799
C 0.623 -0.461 -1.399
C -0.219 -1.150 -0.620
N -1.460 -1.606 -1.010
C -2.342 -2.269 -0.185
H 0.945 3.097 0.602
H 0.207 1.519 1.121
H -0.719 2.929 -0.818
H 2.479 1.271 0.884
H 2.564 2.093 -0.649
H 2.690 0.042 -1.584
H 2.305 -0.766 -0.109
H 0.516 -0.311 -2.460
H 0.022 -1.304 0.419
H -1.727 -1.486 -1.970
H -3.259 -2.677 -0.566
H -2.184 -2.163 0.870
H -1.313 -1.381 3.299
H -1.710 -0.004 2.920
O -1.820 -0.920 2.608
```

2S+1   2
Kohn-Sham gap (spin up / spin down)   6.13 / 8.48 eV
Strongest force on any atom   1.4 eV/A
Energy relative to the best compared isomer or geometry (same formula, charge and spin)   24.21 kJ/mol
Total charge   0
⟨S²⟩   0.76

---

Molecular formula: C6H14NS
Method: DFT, ωB97M-V with the def2-TZVPD basis set

The geometry in XYZ format:
```
22
C6H14NS, DFT ωB97M-V with the def2-TZVPD basis set
C -1.804 -2.792 1.457
C -2.101 -1.383 0.978
C -1.994 -1.314 -0.531
C -3.046 -1.236 -1.340
H -0.765 -3.037 1.212
H -1.883 -2.890 2.544
H -2.410 -3.563 0.974
H -1.330 -0.718 1.367
H -3.085 -1.012 1.282
H -0.982 -1.126 -0.883
H -2.957 -1.026 -2.400
H -4.053 -1.257 -0.933
C 2.216 2.591 -0.166
C 0.915 1.780 -0.150
S 1.174 0.077 0.370
N 3.270 2.050 -1.014
H 2.591 2.608 0.864
H 2.075 3.649 -0.425
H 0.481 1.783 -1.161
H 0.207 2.302 0.508
H 3.014 2.134 -1.994
H 3.327 1.068 -0.779
```

Kohn-Sham gap   6.43 eV
Strongest force on any atom   0.9 eV/A
Energy relative to the best compared isomer or geometry (same formula, charge and spin)   51.52 kJ/mol
Total charge   -1